Record 1
{
  "formula": "CH4FNO",
  "method": "wB97M-V/def2-TZVPD",
  "total_charge": 0,
  "gap_ev": [9.25, 9.34],
  "de_lowest_kj_mol": 689.69,
  "species": ["C", "N", "O", "F", "H", "H", "H", "H"],
  "coordinates": [[0.7129, -1.0327, 0.1939], [-0.7619, 0.6196, 0.6244], [-0.4958, -0.4950, 0.1470], [-2.1253, 0.7977, 0.2069], [0.5381, -2.1481, 0.1188], [1.4856, -0.6274, 0.9405], [0.6440, 1.1618, -1.1002], [0.0023, 1.7242, -1.1312]],
  "forces_ev_per_angstrom": [[0.730, -1.472, 1.485], [-1.863, 2.157, 0.995], [0.207, -2.022, -0.594], [1.021, -0.016, 0.336], [0.784, 1.497, -0.284], [-1.379, -0.385, -1.342], [-1.876, 2.062, -0.528], [2.375, -1.821, -0.067]],
  "nbo_charge": [-0.129, 0.252, -0.222, -0.278, 0.192, 0.187, -0.030, 0.028]
}

Record 2
{
  "formula": "C16H33BIO3",
  "method": "wB97M-V/def2-TZVPD",
  "total_charge": -1,
  "gap_ev": 7.43,
  "species": ["C", "O", "C", "C", "C", "C", "C", "C", "C", "C", "C", "C", "O", "B", "I", "O", "C", "C", "C", "C", "C", "H", "H", "H", "H", "H", "H", "H", "H", "H", "H", "H", "H", "H", "H", "H", "H", "H", "H", "H", "H", "H", "H", "H", "H", "H", "H", "H", "H", "H", "H", "H", "H", "H"],
  "coordinates": [[-3.4644, 2.9665, 2.9941], [-4.2415, 2.5870, 1.7771], [-3.3743, 1.8664, 0.8145], [-3.9624, 2.2172, -0.6957], [-2.8909, 1.6747, -1.8145], [-2.9483, 0.0180, -2.0341], [-1.4038, -0.5105, -1.8804], [-1.1861, -2.1119, -2.1675], [0.4605, -2.3734, -2.0561], [0.8216, -3.2400, -0.7123], [1.9167, -2.5444, 0.2912], [3.4824, -3.1182, 0.1689], [1.5287, -3.1552, 1.6063], [1.3832, -2.1095, 2.6730], [-0.8333, -1.9011, 2.7643], [2.1262, -0.9761, 2.0562], [1.8606, -0.9269, 0.5800], [3.0613, -0.0705, -0.1451], [2.9584, 1.5553, 0.0382], [1.4797, 2.1422, -0.3872], [3.3672, 2.1170, 1.5230], [-3.3564, 4.1440, 3.0703], [-4.0904, 2.5884, 3.9104], [-2.3924, 2.4646, 3.0279], [-3.4019, 0.7057, 0.9658], [-2.2429, 2.2348, 0.8556], [-5.0639, 1.8614, -0.8687], [-3.9808, 3.4083, -0.7635], [-2.9650, 2.2483, -2.8487], [-1.8062, 1.9222, -1.3860], [-3.3864, -0.2079, -3.1164], [-3.7132, -0.4887, -1.2785], [-0.7446, 0.1023, -2.6460], [-1.0527, -0.3109, -0.7650], [-1.7962, -2.7555, -1.3945], [-1.5505, -2.4422, -3.2427], [0.9954, -1.3273, -2.0439], [0.8072, -2.9265, -3.0531], [-0.1657, -3.4205, -0.0662], [1.2358, -4.2870, -1.0490], [4.1619, -2.5994, 1.0018], [3.9286, -2.9976, -0.9092], [3.3965, -4.2691, 0.4737], [1.7313, -2.4595, 3.7654], [0.7764, -0.4380, 0.5832], [2.9522, -0.2792, -1.3146], [4.1245, -0.3944, 0.2557], [3.7336, 2.0462, -0.7257], [0.7359, 1.3059, -0.7455], [1.6188, 2.8991, -1.2834], [0.9902, 2.6830, 0.5301], [3.0435, 1.4400, 2.4207], [2.8040, 3.1558, 1.6775], [4.5318, 2.2871, 1.5688]],
  "forces_ev_per_angstrom": [[-0.220, -0.092, 0.564], [2.887, -0.445, 0.513], [-0.415, 0.116, -1.600], [0.996, 1.085, 0.119], [0.229, -0.340, 0.428], [0.056, 0.674, -0.324], [-0.832, -0.706, -0.096], [0.626, 0.488, -0.237], [-0.629, -0.360, -0.300], [0.188, 0.236, -0.323], [-0.082, -1.593, 1.735], [-0.677, -0.194, 0.221], [0.490, 1.088, -0.995], [2.389, -0.498, -2.729], [-1.763, 0.672, 0.226], [-0.640, 0.527, -0.881], [0.576, -0.503, 2.258], [-0.679, 0.409, -0.272], [-0.046, 0.379, -0.247], [0.028, -0.043, -0.249], [-0.154, 0.459, 0.025], [-0.217, -2.397, -0.310], [1.306, 0.762, -1.649], [-2.304, 1.010, -0.138], [0.094, 2.135, 0.041], [-2.440, -0.703, 0.012], [2.175, 0.390, 0.411], [-0.014, -2.503, 0.189], [-0.080, -1.230, 2.172], [-2.282, -0.462, -0.924], [1.082, 0.397, 2.197], [1.848, 1.085, -1.383], [-1.231, -1.175, 1.643], [-0.636, -0.296, -2.340], [1.361, 1.300, -1.392], [0.612, 0.935, 2.079], [-1.028, -2.013, 0.031], [-0.619, 1.118, 2.209], [2.338, 0.518, -1.392], [-0.779, 1.938, 0.799], [-1.602, -1.022, -1.977], [-0.668, -0.207, 2.012], [0.205, 2.549, -0.868], [0.102, 0.240, 0.078], [2.199, -1.132, -0.940], [0.489, 0.351, 2.421], [-2.331, 0.369, -0.900], [-1.570, -1.154, 1.632], [1.538, 1.577, 0.686], [-0.439, -1.393, 1.897], [0.861, -0.968, -1.843], [0.548, 0.979, -1.970], [1.452, -2.064, -0.341], [-2.298, -0.296, 0.020]],
  "nbo_charge": [-0.278, -0.580, -0.078, -0.426, -0.417, -0.420, -0.421, -0.409, -0.416, -0.442, 0.272, -0.660, -0.790, 0.569, -0.376, -0.778, 0.037, -0.426, -0.204, -0.644, -0.640, 0.175, 0.190, 0.204, 0.199, 0.180, 0.210, 0.201, 0.207, 0.206, 0.196, 0.211, 0.199, 0.229, 0.216, 0.190, 0.202, 0.196, 0.252, 0.205, 0.229, 0.187, 0.227, -0.098, 0.216, 0.201, 0.230, 0.187, 0.219, 0.203, 0.212, 0.256, 0.194, 0.198]
}

Record 3
{
  "formula": "C43H64N3O6RbSi4Te",
  "method": "wB97M-V/def2-TZVPD",
  "total_charge": -2,
  "gap_ev": 4.82,
  "de_lowest_kj_mol": 0.00,
  "species": ["Rb", "N", "C", "C", "O", "O", "H", "H", "H", "H", "C", "C", "C", "C", "C", "O", "C", "C", "C", "C", "C", "C", "C", "O", "C", "C", "C", "N", "C", "C", "Te", "C", "C", "C", "C", "C", "C", "C", "C", "C", "C", "C", "C", "H", "H", "H", "H", "H", "H", "H", "H", "H", "H", "H", "H", "H", "H", "H", "H", "H", "H", "H", "H", "H", "H", "H", "H", "O", "H", "H", "N", "C", "H", "C", "C", "O", "H", "H", "H", "H", "H", "H", "C", "Si", "C", "C", "Si", "Si", "C", "C", "C", "Si", "C", "C", "C", "H", "H", "H", "H", "H", "H", "H", "H", "H", "H", "H", "H", "H", "H", "H", "H", "H", "H", "H", "H", "H", "H", "H", "H", "H", "H", "H"],
  "coordinates": [[-0.8813, 0.2552, -0.8068], [-3.9862, 0.0914, -2.1673], [-3.5533, 0.6678, -3.4471], [-2.2840, 1.4939, -3.2350], [-2.1655, 2.0743, -2.1358], [-1.4437, 1.4908, -4.1865], [-4.9293, -0.2660, -2.2255], [-3.9741, 0.8278, -1.4693], [-4.2909, 1.3380, -3.9087], [-3.3322, -0.1255, -4.1595], [-0.6388, 4.8645, 6.0560], [-0.8542, 3.9401, 4.8828], [-2.0311, 3.2571, 4.6922], [-2.2445, 2.3586, 3.6253], [-3.5439, 1.6778, 3.5185], [-3.7342, 0.5942, 2.9995], [-4.7722, 2.3833, 4.0725], [-5.7255, 1.6309, 4.7492], [-6.8866, 2.2252, 5.2246], [-7.1161, 3.5779, 5.0019], [-6.1785, 4.3294, 4.3060], [-5.0070, 3.7360, 3.8529], [-1.1978, 2.1226, 2.6666], [-1.2553, 1.3123, 1.6918], [-0.0105, 2.9202, 2.8480], [0.1548, 3.7570, 3.9165], [1.0285, 2.7832, 1.7789], [1.9655, 1.9293, 1.7793], [2.1006, 0.9968, 2.8780], [3.5648, 0.8120, 3.2601], [4.6213, 2.6124, 3.7611], [4.8864, 3.3622, 1.8072], [4.7069, 4.7220, 1.5745], [4.9015, 5.2453, 0.3011], [5.2546, 4.4110, -0.7498], [5.4173, 3.0493, -0.5224], [5.2446, 2.5279, 0.7525], [0.9102, 3.7125, 0.6082], [1.6713, 3.4993, -0.5387], [1.5614, 4.3535, -1.6242], [0.6845, 5.4289, -1.5842], [-0.0766, 5.6503, -0.4465], [0.0350, 4.7977, 0.6426], [-1.5039, 4.8508, 6.7216], [-0.4823, 5.8986, 5.7326], [0.2387, 4.5742, 6.6408], [-2.8276, 3.3922, 5.4177], [-5.5447, 0.5711, 4.8843], [-7.6180, 1.6332, 5.7622], [-8.0261, 4.0429, 5.3624], [-6.3588, 5.3815, 4.1181], [-4.2690, 4.3187, 3.3138], [1.0897, 4.3054, 4.0117], [1.7453, 0.0248, 2.5195], [1.5104, 1.2670, 3.7575], [4.1308, 0.3404, 2.4564], [3.6465, 0.1855, 4.1493], [4.3882, 5.3729, 2.3809], [4.7390, 6.3022, 0.1249], [5.3778, 4.8149, -1.7476], [5.6652, 2.3861, -1.3425], [5.3722, 1.4639, 0.9138], [2.3417, 2.6484, -0.5704], [2.1453, 4.1616, -2.5157], [0.5714, 6.0724, -2.4488], [-0.7772, 6.4760, -0.4131], [-0.5694, 4.9653, 1.5246], [-1.7754, -1.3916, 1.6694], [-1.5679, -0.4425, 1.8040], [-2.6472, -1.4385, 2.0740], [0.8880, 0.8923, -3.2927], [1.7613, 0.4188, -2.6872], [-0.0374, 1.2559, -3.7347], [3.7646, -0.8708, -0.0059], [3.6326, -1.9676, 1.0353], [2.3461, -1.9941, 1.6514], [4.8053, -0.7819, -0.3366], [3.4409, 0.0915, 0.4024], [3.1481, -1.0832, -0.8814], [4.3405, -1.8139, 1.8533], [3.8591, -2.9376, 0.5859], [1.6737, -2.1030, 0.9659], [-1.7295, -6.5656, -2.0551], [-1.3121, -4.9155, -1.2030], [-0.7307, -5.4045, 0.5315], [-2.9831, -4.0709, -0.9274], [0.1865, -3.4479, -2.2133], [-0.6183, -3.4119, -4.4077], [-0.0585, -1.8416, -5.3011], [-2.5136, -3.3430, -4.4622], [-0.1516, -4.8059, -5.6119], [2.0840, -4.7703, -2.4342], [3.4579, -3.7270, -3.2252], [2.1124, -6.3852, -3.4420], [2.7570, -5.3367, -0.7483], [-2.4798, -7.1371, -1.4943], [-0.8308, -7.1857, -2.1560], [-2.1172, -6.3896, -3.0658], [-1.4218, -6.1200, 0.9936], [-0.6766, -4.5167, 1.1729], [0.2664, -5.8574, 0.5101], [-3.6314, -4.6715, -0.2775], [-3.5066, -3.9057, -1.8745], [-2.8380, -3.0938, -0.4552], [-0.5660, -0.9608, -4.8928], [-0.2771, -1.8890, -6.3754], [1.0183, -1.6788, -5.1766], [-2.8720, -2.5173, -3.8348], [-2.9635, -4.2648, -4.0783], [-2.8769, -3.1805, -5.4839], [0.9285, -4.7912, -5.7995], [-0.6645, -4.6891, -6.5739], [-0.3994, -5.7914, -5.2013], [3.1528, -3.4072, -4.2301], [4.3999, -4.2825, -3.3155], [3.6421, -2.8165, -2.6439], [1.9489, -6.1876, -4.5049], [1.3161, -7.0632, -3.1126], [3.0719, -6.9043, -3.3304], [2.5937, -4.5805, 0.0268], [3.8297, -5.5572, -0.7993], [2.2395, -6.2470, -0.4246]],
  "forces_ev_per_angstrom": [[0.309, -0.712, 0.520], [0.127, 0.194, -0.188], [-0.068, -0.102, 0.122], [0.033, 0.258, 0.072], [-0.190, 0.172, -0.693], [-0.066, -0.015, 0.145], [-0.028, -0.087, -0.014], [0.016, 0.044, -0.005], [-0.071, 0.014, -0.024], [-0.014, -0.024, -0.009], [-0.001, -0.051, -0.081], [0.050, 0.033, 0.049], [-0.037, -0.076, -0.039], [-0.002, 0.018, -0.059], [0.031, 0.224, 0.025], [0.075, -0.260, -0.051], [0.099, 0.039, 0.033], [-0.076, -0.029, 0.017], [0.047, 0.006, -0.025], [0.033, -0.028, -0.018], [0.014, -0.010, 0.005], [0.002, 0.059, -0.005], [-0.139, -0.116, 0.009], [-0.056, 0.154, 0.239], [0.046, -0.062, -0.043], [-0.018, 0.085, -0.013], [-0.060, 0.100, 0.000], [0.196, 0.006, 0.069], [-0.013, -0.036, -0.074], [-0.076, 0.062, -0.114], [-0.079, -0.015, 0.016], [-0.028, -0.009, -0.021], [0.009, -0.025, -0.059], [-0.026, -0.052, 0.002], [-0.018, -0.010, 0.046], [-0.020, 0.027, 0.023], [0.028, 0.047, -0.007], [-0.033, 0.002, 0.081], [0.087, -0.026, -0.052], [0.016, -0.076, 0.020], [-0.035, -0.010, 0.003], [0.017, -0.012, 0.008], [0.009, -0.053, 0.002], [0.013, 0.008, -0.005], [-0.003, -0.018, 0.015], [-0.019, 0.005, 0.004], [-0.013, -0.002, -0.015], [-0.010, 0.031, 0.003], [0.016, 0.001, -0.011], [0.009, -0.007, 0.001], [0.009, -0.024, -0.007], [-0.019, -0.013, 0.030], [0.009, -0.007, -0.003], [0.011, 0.011, 0.084], [-0.004, 0.087, 0.033], [-0.054, 0.054, 0.105], [0.045, -0.028, -0.040], [0.004, -0.019, -0.021], [0.009, -0.016, 0.007], [-0.006, -0.016, 0.022], [-0.009, 0.004, 0.019], [-0.001, 0.059, -0.007], [-0.030, 0.021, -0.002], [-0.006, -0.029, -0.006], [0.029, 0.007, 0.019], [0.001, 0.003, 0.006], [-0.019, -0.007, -0.010], [0.062, 0.131, 0.002], [-0.037, 0.040, 0.120], [-0.068, -0.057, -0.047], [0.150, 0.034, 0.069], [-0.007, 0.226, -0.245], [-0.059, 0.010, 0.028], [-0.071, -0.019, 0.031], [-0.118, 0.079, -0.023], [0.157, -0.049, -0.084], [-0.043, -0.022, -0.022], [0.009, -0.043, -0.070], [0.008, 0.042, 0.027], [-0.013, -0.023, 0.036], [0.039, -0.061, -0.007], [-0.006, -0.106, -0.080], [0.059, -0.079, -0.167], [-0.083, -0.065, 0.042], [0.149, 0.028, 0.122], [-0.090, 0.100, -0.040], [-0.015, 0.131, 0.152], [-0.078, 0.111, -0.099], [0.069, 0.091, -0.019], [-0.110, 0.037, 0.121], [0.116, -0.205, 0.064], [0.176, -0.034, -0.006], [0.039, 0.116, -0.080], [-0.201, -0.076, -0.096], [-0.077, 0.041, 0.158], [0.031, 0.042, -0.010], [-0.094, 0.038, 0.018], [0.026, -0.037, 0.086], [0.010, 0.046, -0.029], [-0.008, -0.082, -0.066], [-0.128, 0.032, 0.029], [0.039, -0.002, -0.032], [0.021, 0.000, 0.100], [-0.011, -0.072, -0.008], [0.065, -0.061, -0.038], [-0.010, -0.010, 0.053], [-0.095, -0.005, -0.019], [0.003, -0.089, -0.065], [0.026, 0.059, -0.064], [0.045, -0.004, 0.029], [-0.120, 0.000, -0.035], [-0.004, 0.044, 0.048], [0.020, 0.080, -0.060], [0.049, -0.023, 0.099], [-0.052, 0.016, 0.011], [-0.019, -0.084, -0.051], [0.052, -0.067, 0.091], [0.097, 0.043, -0.031], [-0.009, 0.049, 0.025], [0.020, -0.102, -0.056], [-0.038, -0.001, -0.020], [0.077, 0.059, -0.027]],
  "lowdin_charge": [0.743, -0.001, -0.199, -0.723, -0.182, -0.080, 0.059, 0.056, 0.109, 0.096, -0.074, -0.285, -0.022, -0.066, -0.304, 0.094, -0.152, -0.026, -0.093, -0.111, -0.091, -0.036, -0.312, -0.182, -0.135, -0.004, -0.208, 0.116, -0.292, -0.492, 1.218, -0.577, -0.164, -0.101, -0.106, -0.086, -0.144, -0.130, -0.029, -0.077, -0.093, -0.085, -0.015, 0.065, 0.069, 0.069, 0.113, 0.116, 0.094, 0.091, 0.095, 0.121, 0.122, 0.109, 0.112, 0.010, 0.044, 0.083, 0.098, 0.097, 0.105, 0.082, 0.099, 0.103, 0.094, 0.094, 0.111, -0.131, -0.043, 0.018, 0.028, -0.094, 0.020, -0.090, -0.309, -0.089, 0.079, 0.046, 0.026, 0.100, 0.087, 0.077, -0.236, 0.250, -0.229, -0.228, 0.357, 0.264, -0.238, -0.236, -0.244, 0.249, -0.241, -0.235, -0.242, 0.013, 0.002, 0.005, 0.017, 0.024, -0.005, 0.020, 0.001, 0.013, 0.002, 0.020, 0.013, 0.010, 0.003, 0.021, 0.007, 0.015, 0.013, 0.014, 0.015, 0.005, -0.008, 0.005, 0.015, -0.001, 0.020, 0.009]
}